DFT (the ωB97M-V functional and the def2-TZVPD basis) results for C28H25ClNiSi as an isolated structure at a distorted geometry.

Element x y z (Å)
C: -2.60 -1.52 -2.25
C: -1.93 -1.76 -3.50
C: -1.45 -0.54 -4.00
H: -1.94 -2.71 -4.05
C: -1.73 0.49 -3.07
C: -2.69 -0.06 -2.11
H: -3.50 0.49 -1.64
H: -3.07 -2.26 -1.60
H: -0.98 -0.37 -4.97
H: -1.35 1.52 -3.12
Ni: -1.07 -0.57 -0.99
Cl: 0.41 -2.04 -0.56
C: 2.91 -0.52 -2.31
C: 2.39 0.67 -2.89
C: 2.04 0.37 -4.24
H: 2.35 1.64 -2.42
C: 2.33 -1.01 -4.48
C: 2.83 -1.57 -3.28
H: 3.10 -2.61 -3.11
H: 3.31 -0.61 -1.30
H: 1.61 1.08 -4.95
H: 2.17 -1.54 -5.42
C: -0.82 4.54 0.80
C: 0.19 3.93 0.05
C: 0.29 2.53 -0.05
C: -0.59 1.69 0.66
C: -1.63 2.30 1.40
C: -1.76 3.71 1.43
Si: -0.09 -0.16 0.94
C: 1.60 -0.13 1.73
C: 2.48 -1.22 1.58
C: 3.63 -1.35 2.36
C: 4.01 -0.32 3.23
C: 3.23 0.85 3.26
C: 2.03 0.95 2.53
C: -1.42 -0.96 1.98
C: -1.06 -1.96 2.91
C: -2.06 -2.81 3.42
C: -3.41 -2.59 3.14
C: -3.76 -1.54 2.28
C: -2.78 -0.73 1.71
H: -0.89 5.62 0.90
H: 0.89 4.56 -0.48
H: 1.07 2.08 -0.68
H: -2.34 1.69 1.98
H: -2.61 4.15 1.95
H: 2.29 -2.00 0.84
H: 4.25 -2.25 2.28
H: 4.91 -0.40 3.84
H: 3.57 1.70 3.86
H: 1.44 1.88 2.60
H: -0.02 -2.09 3.22
H: -1.77 -3.68 4.01
H: -4.17 -3.24 3.55
H: -4.81 -1.38 2.03
H: -3.08 0.05 1.00

Charge: -2
Spin multiplicity: 3
Expectation value of S²: 2.02
Gap between HOMO and LUMO (spin up / spin down), eV: 4.049 / 4.741
E_LUMO (spin up / spin down), eV: 4.771 / 4.751

=====

DFT (the ωB97M-V functional and the def2-TZVPD basis) results for a 2-piece molecular cluster, CHClS3 overall.

Element x y z (Å)
C: 3.12 -2.21 2.86
S: 2.88 -3.28 1.76
S: 3.54 -1.02 3.79
S: 0.92 -0.49 -1.24
Cl: 1.40 -0.19 0.71
H: 1.57 -1.69 -1.44

Charge: 0
Relative energy (zero: lowest compared OMol25 entry of this formula, charge and spin), kcal/mol: 0.8
Gap between HOMO and LUMO, eV: 9.247
E_LUMO, eV: -0.246

=====

DFT (the ωB97M-V functional and the def2-TZVPD basis) results for a 2-piece molecular cluster, C6H16O overall at a distorted geometry.

Element x y z (Å)
C: -0.27 -0.99 -1.96
C: 0.14 -1.45 -0.55
C: -0.91 -1.02 0.47
C: 0.40 -2.95 -0.55
H: -1.35 -0.99 -2.10
H: 0.25 -1.54 -2.75
H: 0.21 -0.04 -2.21
H: 1.03 -0.90 -0.21
H: -0.88 0.06 0.59
H: -1.92 -1.40 0.34
H: -0.60 -1.35 1.46
H: 1.12 -3.23 -1.31
H: 0.66 -3.31 0.45
H: -0.55 -3.46 -0.74
C: -0.72 2.37 0.11
C: 0.69 2.38 0.70
O: 0.86 1.53 1.82
H: -0.77 1.66 -0.70
H: -0.88 3.33 -0.42
H: -1.61 2.38 0.73
H: 1.32 1.98 -0.09
H: 1.01 3.40 0.95
H: 0.32 1.80 2.56

Charge: 0
SMILES string: CC(C)C.CCO
Relative energy (zero: lowest compared OMol25 entry of this formula, charge and spin), kcal/mol: 24.6
Gap between HOMO and LUMO, eV: 11.296
E_LUMO, eV: 0.962

=====

DFT (the ωB97M-V functional and the def2-TZVPD basis) results for C16H25AlBF6N2O6S2 as an isolated structure at a distorted geometry.

Element x y z (Å)
C: -1.76 -1.41 1.91
O: -0.40 -1.01 1.60
B: -0.20 -0.77 0.19
O: 1.01 -1.38 -0.40
Al: -1.38 0.35 -1.09
C: -2.78 1.53 -0.15
C: -2.22 2.34 1.13
C: -3.34 2.75 2.21
S: -4.38 1.34 2.84
C: -5.95 1.21 1.82
S: -7.20 2.32 1.87
N: -5.99 0.02 0.93
C: -6.60 -0.06 -0.39
C: -6.31 -1.50 -0.90
N: -5.56 -2.26 0.10
C: -5.40 -1.30 1.15
H: -2.57 -0.84 1.34
H: -1.92 -1.16 3.03
H: -1.97 -2.52 1.80
H: 1.80 -1.15 0.16
H: -2.15 -0.53 -2.20
H: -0.39 1.36 -1.85
H: -3.19 2.32 -0.88
H: -3.67 0.85 0.12
H: -1.80 3.33 0.71
H: -1.33 1.82 1.65
H: -4.00 3.59 1.81
H: -2.78 3.19 3.13
H: -7.16 0.73 -0.97
H: -6.58 -1.98 -1.91
H: -4.82 -1.55 2.10
C: 2.05 -1.18 -3.19
C: 2.92 -2.25 -3.82
O: 2.88 -2.17 -5.26
C: 3.70 -1.25 -5.81
O: 4.43 -0.52 -5.19
C: 3.60 -1.30 -7.34
F: 2.32 -1.37 -7.77
F: 4.23 -2.38 -7.85
F: 4.14 -0.22 -7.93
H: 1.03 -1.23 -3.59
H: 2.01 -1.30 -2.11
H: 2.43 -0.18 -3.42
H: 2.52 -3.24 -3.56
H: 3.95 -2.21 -3.45
C: 4.14 1.48 5.50
C: 4.38 0.16 4.80
O: 3.81 0.18 3.48
C: 4.55 0.77 2.52
O: 5.63 1.27 2.71
C: 3.86 0.67 1.17
F: 2.54 0.97 1.24
F: 3.93 -0.58 0.65
F: 4.38 1.49 0.25
H: 3.08 1.73 5.51
H: 4.50 1.45 6.53
H: 4.65 2.30 4.98
H: 3.88 -0.64 5.35
H: 5.44 -0.09 4.76

Charge: -1
Gap between HOMO and LUMO, eV: 5.831
E_LUMO, eV: 0.988

=====

Number 1: DFT total energy -90881.7944 eV. Number 2: DFT total energy -46080.7543 eV. Number 3: DFT total energy -8528.1669 eV. Number 4: DFT total energy -77510.4079 eV.